(1)
The following is a quantum chemistry calculation of a cluster of 8 separate species, C31H65O18PS7 in total at a distorted geometry, from the Open Molecules 2025 dataset.

Atoms and positions in Å:
S1 -3.058 4.372 0.990
S2 0.938 -2.609 -5.083
S3 0.136 0.372 -0.477
S4 5.278 2.828 -1.558
S5 -2.245 1.229 -4.920
S6 6.139 -1.730 2.128
S7 -2.602 0.953 3.768
P1 0.138 -3.971 3.253
O1 -0.315 -5.429 3.576
O2 -2.702 0.583 -3.734
O3 1.833 -3.705 -5.220
O4 7.384 -1.876 1.392
O5 6.193 3.449 -2.473
O6 -2.891 4.630 -0.410
O7 -1.889 4.310 1.838
O8 -2.559 0.654 -6.187
O9 1.413 -1.291 -5.363
O10 -3.555 1.911 4.324
O11 0.744 -3.819 1.935
O12 1.169 -3.729 4.437
O13 0.701 0.357 -1.809
O14 6.106 -1.874 3.560
O15 0.749 1.284 0.509
O16 5.771 2.351 -0.289
O17 -3.080 0.137 2.617
O18 -1.148 -3.204 3.703
C1 -4.139 2.859 1.033
C2 -2.762 3.014 -4.888
C3 4.185 1.542 -2.394
C4 -1.647 0.661 -0.570
C5 3.764 -0.653 1.826
C6 -1.470 -2.890 -3.859
C7 -2.189 -0.778 -0.675
C8 -5.435 3.326 1.763
C9 0.080 0.676 3.676
C10 -0.389 0.078 5.054
C11 -0.458 1.654 -4.619
C12 -0.989 1.788 3.434
C13 5.232 -0.197 1.714
C14 -1.988 3.546 -3.679
C15 -1.912 -0.162 4.977
C16 2.559 -4.039 4.397
C17 -1.483 -1.706 0.290
C18 2.921 2.424 -2.800
C19 -1.574 -3.607 -5.224
C20 4.929 -2.853 1.414
C21 -0.517 2.996 -3.782
C22 4.001 4.047 -1.212
C23 2.633 3.304 -1.633
C24 3.650 -2.032 1.098
C25 0.552 -6.562 3.315
C26 -4.304 5.503 1.740
C27 -2.470 -3.572 3.151
C28 0.074 -1.300 0.222
C29 -5.691 4.828 1.524
C30 0.005 -2.658 -3.503
C31 -0.514 -2.809 -6.118
H1 2.299 2.687 -0.803
H2 2.729 -4.588 5.310
H3 -0.203 0.795 5.856
H4 0.683 -1.996 -0.366
H5 -0.031 -0.008 2.806
H6 1.260 -6.351 2.495
H7 -4.295 6.468 1.236
H8 -2.188 -1.185 4.728
H9 3.205 3.075 -3.596
H10 -2.916 -4.399 3.701
H11 -6.328 2.758 1.528
H12 4.098 4.906 -1.878
H13 -1.941 1.125 0.386
H14 0.258 -0.783 5.323
H15 3.070 0.087 1.453
H16 4.785 1.072 -3.146
H17 -0.226 -7.319 3.119
H18 2.134 1.724 -2.983
H19 -2.089 4.620 -3.589
H20 -1.964 -1.139 -1.674
H21 -1.923 -1.437 1.263
H22 1.097 -6.772 4.241
H23 -5.291 3.158 2.821
H24 -2.544 -3.530 -5.670
H25 5.500 0.092 0.693
H26 2.656 -4.567 3.455
H27 -3.856 3.069 -4.820
H28 0.176 3.678 -4.248
H29 0.060 0.849 -4.098
H30 -3.734 2.083 1.653
H31 -0.148 2.733 -2.769
H32 0.072 1.780 -5.569
H33 1.795 3.986 -1.736
H34 -2.315 -3.836 2.116
H35 1.137 0.940 3.614
H36 -1.935 -1.918 -3.919
H37 -3.044 -2.685 3.409
H38 -1.972 -3.416 -3.066
H39 -2.418 3.381 -5.857
H40 -1.021 2.278 2.450
H41 0.441 -3.437 -2.890
H42 5.423 -3.196 0.515
H43 -1.021 2.583 4.150
H44 -6.428 5.217 2.267
H45 -4.059 5.621 2.789
H46 -0.311 -3.369 -7.024
H47 -2.498 3.110 -2.808
H48 5.537 0.589 2.429
H49 -2.347 0.055 5.971
H50 -1.650 -2.767 0.113
H51 3.708 -1.860 0.016
H52 2.709 -2.563 1.334
H53 3.201 -3.153 4.475
H54 0.196 -1.688 -3.023
H55 -1.209 -4.635 -5.036
H56 4.046 4.317 -0.141
H57 -3.267 -0.935 -0.545
H58 -0.893 -1.805 -6.292
H59 3.522 -0.867 2.868
H60 4.793 -3.694 2.090
H61 -6.122 5.036 0.540
H62 -4.284 2.438 0.035
H63 3.856 0.811 -1.640
H64 -1.809 1.314 -1.440
H65 0.534 -1.143 1.201

Values from the calculation:
HOMO-LUMO gap: 10.09 eV
Energy relative to the best compared isomer or geometry (same formula, charge and spin): 0.0 kcal per mole
Charge: 0
Molecular weight: 981.3 u
Max |F|: 2.970 eV/A
E_tot: -5703.15708 Eh

=====

(2)
The following is a quantum chemistry calculation of a structure of composition C31H66NO19S at a distorted geometry, from the Open Molecules 2025 dataset.

Atoms and positions in Å:
S1 -0.294 3.605 1.737
O1 4.101 -1.529 -2.970
O2 -1.053 -5.647 -1.826
O3 -3.678 -1.636 3.379
O4 -1.216 3.455 0.593
O5 0.846 -3.072 3.076
O6 -2.305 -0.698 -0.778
O7 1.051 3.966 1.274
O8 1.397 2.130 -2.859
O9 0.485 4.186 -3.413
O10 2.101 -1.013 -1.911
O11 -1.470 -3.950 -3.480
O12 3.668 0.258 1.172
O13 -0.706 4.739 2.584
O14 -4.026 0.157 -2.037
O15 1.227 1.890 6.151
O16 -4.319 0.124 1.925
O17 -0.251 2.383 2.458
O18 0.410 -2.006 1.127
O19 4.537 1.868 2.698
N1 0.341 0.889 0.099
C1 -6.492 0.531 0.707
C2 -0.178 4.544 -2.180
C3 2.862 -3.165 4.369
C4 -5.631 -0.329 1.798
C5 4.375 -1.603 -5.361
C6 3.366 -1.432 -1.834
C7 -3.378 -0.844 -1.335
C8 -0.878 -4.526 -2.289
C9 6.028 0.303 1.672
C10 1.605 2.941 -5.110
C11 3.349 2.467 3.014
C12 -0.417 2.471 4.466
C13 -2.224 0.108 2.760
C14 0.195 -3.631 -1.719
C15 -0.768 5.925 -2.040
C16 3.928 -2.113 -0.742
C17 3.539 -1.062 -4.191
C18 1.170 3.106 -3.622
C19 -1.129 -3.612 1.939
C20 1.152 0.438 4.218
C21 -4.721 2.447 -2.237
C22 -4.134 -2.214 -1.558
C23 -2.485 -4.778 -4.145
C24 2.151 -2.398 3.306
C25 0.142 -2.865 1.951
C26 0.682 1.649 4.968
C27 -3.488 -0.589 2.733
C28 4.622 0.746 1.821
C29 -2.674 -3.956 -5.423
C30 3.316 3.120 4.422
C31 -3.581 1.455 -1.785
H1 3.951 3.856 4.394
H2 3.264 3.276 2.534
H3 0.485 4.343 -1.465
H4 -4.366 3.461 -2.362
H5 -1.655 5.995 -2.518
H6 1.690 -0.140 4.961
H7 -4.809 -2.292 -0.762
H8 -7.345 0.023 0.641
H9 2.469 1.593 3.150
H10 2.446 -1.370 -4.418
H11 -0.125 -2.540 -1.447
H12 -5.564 2.532 -1.543
H13 2.328 3.616 4.594
H14 2.253 3.669 -5.316
H15 3.205 -1.820 0.048
H16 -3.351 -4.812 -3.828
H17 2.512 -3.064 5.459
H18 -1.048 5.889 -1.035
H19 -3.272 -3.221 -5.384
H20 -0.520 0.990 -0.117
H21 -4.961 2.138 -3.095
H22 0.566 0.632 1.169
H23 2.738 -2.573 2.441
H24 -6.010 -1.271 1.339
H25 -6.014 0.600 -0.160
H26 6.646 0.775 2.327
H27 3.842 -1.107 -6.239
H28 6.245 -0.668 2.008
H29 -0.825 3.655 -1.932
H30 5.596 -1.231 -5.183
H31 -1.773 -3.790 -5.837
H32 4.461 -2.674 -5.340
H33 1.921 1.945 -5.360
H34 -3.247 -4.546 -6.264
H35 -0.441 2.937 3.494
H36 6.533 0.657 0.639
H37 -1.893 -5.694 -4.704
H38 -5.988 -0.319 2.717
H39 -2.061 0.698 3.529
H40 -2.811 1.696 -2.375
H41 1.078 -3.588 -2.234
H42 3.543 2.383 5.191
H43 4.790 -1.784 -0.601
H44 1.059 1.384 -0.407
H45 -3.363 -3.117 -1.565
H46 -1.306 2.017 4.495
H47 -1.477 -3.802 3.049
H48 -0.903 -4.548 1.443
H49 0.487 0.042 -0.211
H50 2.305 -1.273 3.471
H51 4.043 -3.242 -0.922
H52 -3.355 1.690 -0.730
H53 -1.752 -2.981 1.398
H54 0.378 -0.212 3.829
H55 3.517 -0.040 -4.021
H56 3.736 -2.667 4.473
H57 1.989 0.813 3.383
H58 -4.602 -2.351 -2.594
H59 -0.288 3.313 5.102
H60 -2.004 0.631 1.870
H61 -6.544 1.430 1.298
H62 -1.329 -0.334 2.519
H63 0.749 3.053 -5.816
H64 -0.314 6.790 -2.132
H65 0.497 -4.324 -0.876
H66 2.849 -4.344 4.314

Values from the calculation:
HOMO-LUMO gap: 5.43 eV
Energy relative to the best compared isomer or geometry (same formula, charge and spin): 54.5 kcal per mole
Charge: -1
Molecular weight: 788.9 u
Max |F|: 13.307 eV/A
E_tot: -3102.65940 Eh